## P
# C20H23BrGe2NNiO4S2

A structure of composition C20H23BrGe2NNiO4S2 (the ωB97M-V functional and the def2-TZVPD basis, OMol25).

<S²>   0.826
LUMO energy (alpha / beta)   -1.473 / -1.065 eV

```
! wB97M-V def2-TZVPD RIJCOSX def2/J DEFGRID3
* xyz 0 2
Ni 0.259 0.515 -1.856
O 0.796 -4.867 -4.613
C 0.508 -3.723 -3.976
C -0.790 -3.341 -3.640
C -0.982 -2.144 -2.983
N 0.031 -1.339 -2.655
C 1.258 -1.727 -2.993
Br 2.546 -0.454 -2.435
C 1.578 -2.891 -3.644
H -0.008 -5.361 -4.810
H -1.639 -3.963 -3.888
H -1.970 -1.798 -2.711
H 2.594 -3.158 -3.892
O -2.972 4.111 -2.256
S -1.605 4.442 -2.510
O -0.923 5.255 -1.550
O -1.154 4.476 -3.867
S -0.539 2.336 -2.084
C -1.364 -2.894 0.632
Ge 0.172 -1.838 1.253
C 1.777 -2.718 0.536
C 0.238 -1.944 3.214
Ge 0.026 0.487 0.478
C 1.635 1.478 1.009
C 1.865 2.780 0.564
C 2.992 3.477 0.975
C 3.913 2.880 1.824
C 3.704 1.581 2.263
C 2.575 0.887 1.852
C -1.593 1.302 1.224
C -2.417 0.541 2.052
C -3.573 1.079 2.605
C -3.923 2.390 2.328
C -3.113 3.159 1.502
C -1.963 2.617 0.953
H -1.300 -3.900 1.051
H -1.354 -2.979 -0.455
H -2.313 -2.454 0.933
H 1.808 -3.752 0.883
H 2.693 -2.219 0.852
H 1.755 -2.730 -0.554
H 0.292 -2.998 3.492
H -0.650 -1.510 3.670
H 1.111 -1.435 3.620
H 1.167 3.251 -0.117
H 3.152 4.489 0.624
H 4.794 3.424 2.140
H 4.420 1.108 2.924
H 2.429 -0.127 2.209
H -2.165 -0.488 2.283
H -4.199 0.470 3.245
H -4.829 2.810 2.744
H -3.385 4.179 1.266
H -1.364 3.228 0.290
*
```

Atom charges from the Löwdin analysis, given in e for atoms 1 to 8: -0.25 0.11 -0.29 0.02 -0.09 -0.05 -0.68 0.94

---

## Q
# C20H23BrGe2NNiO4S2

A structure of composition C20H23BrGe2NNiO4S2 (the ωB97M-V functional and the def2-TZVPD basis, OMol25).

<S²>   0.757
LUMO energy (alpha / beta)   -0.346 / -0.349 eV

```
! wB97M-V def2-TZVPD RIJCOSX def2/J DEFGRID3
* xyz 0 2
Ni -1.372 0.506 -1.448
O -0.896 6.168 -3.620
C -0.913 4.902 -3.177
C -0.108 3.896 -3.709
C -0.203 2.629 -3.179
N -1.027 2.323 -2.168
C -1.795 3.297 -1.686
Br -2.922 2.759 -0.282
C -1.787 4.598 -2.138
H -0.262 6.270 -4.340
H 0.576 4.093 -4.523
H 0.390 1.812 -3.567
H -2.427 5.355 -1.711
O -0.333 -4.315 -2.011
S -1.700 -3.989 -1.776
O -2.252 -4.265 -0.484
O -2.599 -3.928 -2.881
S -1.491 -1.537 -1.699
C 2.795 1.093 -1.171
Ge 1.532 0.945 0.328
C 0.839 2.765 0.610
C 2.567 0.526 1.949
Ge -0.111 -0.901 0.107
C -1.400 -0.762 1.591
C -2.567 -1.528 1.583
C -3.479 -1.446 2.624
C -3.248 -0.586 3.690
C -2.101 0.190 3.708
C -1.188 0.101 2.666
C 0.993 -2.504 0.355
C 2.368 -2.473 0.143
C 3.160 -3.588 0.383
C 2.580 -4.754 0.856
C 1.214 -4.793 1.090
C 0.431 -3.677 0.845
H 3.576 1.801 -0.889
H 2.301 1.475 -2.067
H 3.267 0.145 -1.428
H 1.700 3.401 0.828
H 0.153 2.819 1.455
H 0.341 3.170 -0.265
H 3.331 1.297 2.077
H 3.055 -0.444 1.873
H 1.939 0.515 2.840
H -2.772 -2.193 0.755
H -4.373 -2.056 2.601
H -3.962 -0.520 4.501
H -1.914 0.866 4.534
H -0.296 0.721 2.705
H 2.843 -1.570 -0.233
H 4.227 -3.543 0.202
H 3.192 -5.628 1.042
H 0.749 -5.700 1.455
H -0.623 -3.731 1.050
*
```

Atom charges from the Löwdin analysis, given in e for atoms 1 to 8: -0.08 0.10 -0.30 0.02 -0.10 -0.08 -0.73 0.88

---

Which of them is the most stable, and which is the least stable? Q and P, in that order.

---

## P
# C2H2NOS2

The ion C2H2NOS2 with charge -1 (the ωB97M-V functional and the def2-TZVPD basis, OMol25).

Structure (SMILES)   O=N/C=C\S[S-]
LUMO energy   3.630 eV

```
! wB97M-V def2-TZVPD RIJCOSX def2/J DEFGRID3
* xyz -1 1
C 0.626 -0.360 -0.009
C 0.496 0.995 -0.042
N -0.369 -1.239 -0.201
O -0.370 -2.377 0.341
S -1.030 1.758 0.250
S -2.323 0.325 -0.261
H 1.638 -0.770 0.058
H 1.331 1.668 -0.135
*
```

Charges computed using Löwdin, reported in e: -0.33 -0.56 -0.30 -0.18 0.25 0.00 0.10 0.03

---

## Q
# C2H2NOS2

A structure of composition C2H2NOS2 (the ωB97M-V functional and the def2-TZVPD basis, OMol25).

LUMO energy   3.530 eV

```
! wB97M-V def2-TZVPD RIJCOSX def2/J DEFGRID3
* xyz -1 1
C 1.430 -0.019 0.463
C 2.497 0.964 0.448
N 0.235 -0.292 0.959
O 3.618 1.099 0.834
S 1.538 1.798 -0.723
S 1.906 -1.980 -0.613
H -0.205 0.393 1.484
H -0.165 -1.011 0.518
*
```

Charges computed using Löwdin, reported in e: -0.61 -0.99 0.03 -0.02 0.61 -0.07 0.08 -0.02

---

Which of them is the most stable, and which is the least stable? Q and P, in that order.

---

## P
# C4H14N2O

A cluster of 2 separate species, C4H14N2O in total (the ωB97M-V functional and the def2-TZVPD basis, OMol25).

<S²>   0.753
LUMO energy (alpha / beta)   -11.900 / -19.629 eV

```
! wB97M-V def2-TZVPD RIJCOSX def2/J DEFGRID3
* xyz 3 2
C 0.308 -0.462 0.624
C -0.378 0.049 -0.553
C 0.230 -0.363 -1.913
C -0.807 0.736 -3.848
N 0.122 0.722 -2.938
N -0.031 0.169 1.954
H 0.109 -1.597 0.672
H 1.399 -0.416 0.524
H -1.470 -0.432 -0.511
H -0.492 1.152 -0.590
H 1.249 -0.629 -1.692
H -0.041 -1.351 -2.299
H -1.749 0.183 -3.932
H -0.635 1.478 -4.675
H 1.003 1.325 -3.031
H -1.125 0.059 2.206
H 0.402 1.077 2.117
H 0.521 -0.489 2.720
H 0.790 -1.163 5.199
H 0.224 0.339 5.324
O 0.371 -0.386 4.642
*
```

Atom charges from the Löwdin analysis, given in e for atoms 1 to 8: -0.21 -0.19 -0.13 0.24 0.06 0.15 0.18 0.15

---

## Q
# C4H14N2O

A structure of composition C4H14N2O (the ωB97M-V functional and the def2-TZVPD basis, OMol25).

<S²>   0.755
LUMO energy (alpha / beta)   -13.788 / -18.375 eV

```
! wB97M-V def2-TZVPD RIJCOSX def2/J DEFGRID3
* xyz 3 2
C -1.328 0.956 1.449
O -2.379 0.581 2.314
C -0.562 -0.164 0.681
C 0.671 0.349 -0.015
C 1.673 -0.857 -0.302
N 2.549 -0.460 -1.448
N -1.847 -0.220 -0.826
H -1.987 1.456 0.716
H -0.725 1.774 1.912
H -2.101 0.382 3.257
H -0.807 -1.160 1.084
H 1.343 1.067 0.463
H 0.321 0.654 -1.004
H 1.149 -1.797 -0.487
H 2.389 -1.056 0.500
H 3.152 0.355 -1.255
H 2.130 -0.227 -2.357
H 3.220 -1.222 -1.647
H -1.994 0.699 -1.280
H -2.216 -0.841 -1.569
H -2.652 -0.271 -0.190
*
```

Atom charges from the Löwdin analysis, given in e for atoms 1 to 8: -0.07 0.36 0.08 -0.10 -0.09 0.21 0.19 0.17

---

Which of them is the most stable, and which is the least stable? P and Q, in that order.

---

## P
# C5H9N2O2

The ion C5H9N2O2 with charge +1 (the ωB97M-V functional and the def2-TZVPD basis, OMol25).

LUMO energy   -4.337 eV

```
! wB97M-V def2-TZVPD RIJCOSX def2/J DEFGRID3
* xyz 1 1
C -0.431 1.854 0.242
C -2.183 0.387 -0.387
C -0.761 -1.292 0.732
C 0.412 -0.757 -0.042
C 2.526 0.326 -0.067
N -1.568 1.402 0.115
N -2.050 -0.823 0.231
O 0.240 -0.550 -1.344
O 1.462 -0.375 0.569
H -0.165 2.505 0.918
H -2.910 0.661 -1.031
H -0.646 -2.329 0.738
H -0.448 -1.252 1.826
H 3.014 1.019 0.591
H 2.114 0.927 -0.985
H 3.252 -0.325 -0.288
H -2.813 -1.357 -0.116
H 0.956 -0.022 -1.699
*
```

Atom charges from the Löwdin analysis, given in e for atoms 1 to 8: 0.08 -0.16 -0.04 -0.29 0.04 0.04 0.07 0.19

---

## Q
# C5H9N2O2

A cluster of 2 separate species, C5H9N2O2 in total (the ωB97M-V functional and the def2-TZVPD basis, OMol25).

LUMO energy   -6.338 eV

```
! wB97M-V def2-TZVPD RIJCOSX def2/J DEFGRID3
* xyz 1 1
C 0.773 -0.019 2.383
C 2.071 -0.088 2.017
C -0.392 -1.058 2.062
C -1.118 -0.455 -0.334
C -1.865 1.668 -4.118
N -0.583 -0.782 0.626
N 2.688 -0.993 1.202
O -1.423 -0.204 -1.436
O -2.502 1.621 -3.012
H 0.548 0.852 3.047
H 2.690 0.708 2.499
H -0.132 -2.056 2.165
H -1.969 2.534 -4.690
H -1.395 -0.933 2.581
H -1.110 0.903 -4.399
H 3.585 -0.765 0.937
H 2.277 -1.821 0.850
H -2.142 0.886 -2.377
*
```

Atom charges from the Löwdin analysis, given in e for atoms 1 to 8: -0.11 -0.23 -0.10 -0.31 0.24 0.16 0.09 0.10

---

Which of them is the most stable, and which is the least stable? Q and P, in that order.